The following is a quantum chemistry calculation of 2 unconnected molecules or ions with the total composition C8H11NO, from the OMol25 dataset.

```
21
Properties=species:S:1:pos:R:3:nbo_charge:R:1
C 2.58002 -0.75056 0.63940 -0.465
C 3.76644 0.10423 0.61303 -0.032
C 1.66939 0.00088 0.04176 0.344
C -0.99029 -1.48686 -0.07101 -0.446
C -1.34710 -0.26124 0.68653 -0.283
C -0.40640 -0.21084 -0.43307 0.132
C -2.67593 0.53774 0.59599 -0.617
C -0.65226 0.75329 -1.50941 -0.648
N 3.51325 1.22430 -0.00959 -0.129
O 2.19434 1.16049 -0.38572 -0.330
H 2.47980 -1.84764 0.68529 0.243
H 4.69990 0.00320 1.17429 0.219
H -0.45226 -2.30574 0.36428 0.241
H -1.92150 -1.93302 -0.67287 0.210
H -1.03308 -0.29846 1.72701 0.233
H -3.31238 0.14384 1.45647 0.221
H -3.22499 0.58074 -0.36819 0.216
H -2.54217 1.56805 0.76567 0.216
H -0.86638 1.67884 -1.01968 0.219
H -1.59666 0.38103 -2.09903 0.216
H 0.11826 0.95773 -2.18114 0.241
```

As for the charge: 0. The calculation puts the calculated total energy at -441.22325 a.u. The calculation puts the gap between HOMO and LUMO at 0.38370 Ha. As for the molar mass: 137.2 g/mol. The calculation puts the HOMO energy at -9.59 eV. The value obtained for the largest force on an atom is 5.1 eV/A. For the energy above the lowest of the compared OMol25 structures with the same formula, charge and spin, the calculation gives 589.0 kJ/mol.